Formula: C4H7NO2
Source: OMol25
Level of theory: ωB97M-V with the def2-TZVPD basis set

Cartesian coordinates (Å):
1 C 1.457191 0.302817 0.233346
2 C 0.090511 -0.350598 0.413774
3 C -0.619171 0.105307 1.682975
4 O -0.039362 0.597035 2.618199
5 C -0.863323 -0.509137 -0.767758
6 O -1.671549 -1.420908 -0.728460
7 N -0.769340 0.289268 -1.864215
8 H 1.400464 1.350707 -0.086661
9 H 1.967862 0.298297 1.200141
10 H 2.075869 -0.245749 -0.483238
11 H 0.197114 -1.425033 0.636947
12 H -1.700272 -0.135049 1.734738
13 H -0.242939 1.144754 -1.922680
14 H -1.325602 0.005809 -2.657112

Atomic forces in eV per Å
C 0.0 0.0 0.0
C 0.1 -0.2 0.0
C 0.0 0.0 0.2
O -0.2 0.0 -0.4
C -0.2 -0.1 -0.1
O 0.0 0.2 0.0
N 0.1 0.0 0.0
H -0.1 -0.2 0.0
H -0.1 0.0 -0.2
H -0.2 0.1 0.1
H 0.4 0.2 0.1
H 0.1 0.1 -0.1
H 0.1 -0.2 0.2
H 0.0 0.2 0.1

Calculated values
HOMO-LUMO gap, Eh: 0.3877
LUMO energy, eV: 0.62
Highest occupied orbital energy, eV: -9.9
ΔE to the lowest compared entry with this formula, charge and spin, kJ/mol: 58.2
F_max, eV Å⁻¹: 0.5
Electronic energy, eV: -9846.677